{
  "formula": "C50H81BClF21NO18",
  "method": "ωB97M-V/def2-TZVPD",
  "elements": ["C", "C", "O", "C", "C", "C", "C", "C", "N", "C", "C", "C", "C", "C", "C", "C", "C", "O", "C", "C", "C", "B", "O", "O", "C", "C", "Cl", "C", "C", "H", "H", "H", "H", "H", "H", "H", "H", "H", "H", "H", "H", "H", "H", "H", "H", "H", "H", "H", "H", "H", "H", "H", "H", "H", "H", "H", "H", "H", "H", "H", "H", "H", "H", "H", "H", "H", "H", "H", "H", "H", "H", "H", "H", "H", "H", "C", "C", "O", "C", "O", "C", "F", "F", "F", "H", "H", "H", "H", "H", "C", "C", "O", "C", "O", "C", "F", "F", "F", "H", "H", "H", "H", "H", "C", "C", "O", "C", "O", "C", "F", "F", "F", "H", "H", "H", "H", "H", "C", "C", "O", "C", "O", "C", "F", "F", "F", "H", "H", "H", "H", "H", "C", "C", "O", "C", "O", "C", "F", "F", "F", "H", "H", "H", "H", "H", "C", "C", "O", "C", "O", "C", "F", "F", "F", "H", "H", "H", "H", "H", "C", "C", "O", "C", "O", "C", "F", "F", "F", "H", "H", "H", "H", "H"],
  "positions_angstrom": [[6.551, -0.776, -2.342], [6.951, -1.581, -3.561], [5.785, -2.217, -4.069], [6.032, -3.219, -5.039], [4.796, -4.106, -5.056], [4.645, -4.799, -3.706], [3.306, -5.483, -3.410], [2.048, -4.695, -3.767], [1.798, -3.572, -2.781], [2.474, -2.263, -3.079], [2.579, -1.493, -1.776], [1.192, -1.257, -1.181], [1.249, -0.468, 0.132], [1.602, 1.006, -0.067], [0.558, 1.829, -0.838], [1.201, 2.944, -1.665], [1.852, 2.476, -2.950], [0.903, 1.783, -3.752], [1.466, 1.263, -4.935], [0.386, -2.565, -1.047], [0.800, -3.476, 0.136], [-0.470, -4.017, 0.916], [-0.920, -5.314, 0.812], [-1.184, -3.142, 1.679], [0.360, -3.368, -2.368], [-0.536, -2.662, -3.400], [-2.211, -3.130, -2.931], [-0.361, -2.927, -4.891], [-1.127, -1.879, -5.695], [5.919, 0.064, -2.634], [5.972, -1.410, -1.664], [7.426, -0.397, -1.815], [7.692, -2.345, -3.299], [7.379, -0.931, -4.333], [6.185, -2.758, -6.022], [6.929, -3.794, -4.782], [4.848, -4.833, -5.870], [3.960, -3.437, -5.285], [4.860, -4.091, -2.905], [5.428, -5.558, -3.636], [3.264, -5.704, -2.336], [3.242, -6.449, -3.916], [2.073, -4.273, -4.767], [1.178, -5.349, -3.716], [2.252, -3.890, -1.918], [3.458, -2.457, -3.495], [1.887, -1.722, -3.819], [3.099, -0.550, -1.943], [3.175, -2.087, -1.075], [0.660, -0.612, -1.890], [1.997, -0.915, 0.795], [0.278, -0.543, 0.633], [1.735, 1.459, 0.918], [2.575, 1.097, -0.562], [-0.122, 2.302, -0.124], [-0.070, 1.208, -1.480], [0.478, 3.724, -1.901], [1.976, 3.418, -1.054], [2.725, 1.832, -2.760], [2.221, 3.341, -3.516], [1.795, 0.224, -4.793], [0.708, 1.286, -5.719], [2.335, 1.842, -5.258], [-0.650, -2.247, -0.900], [1.455, -2.951, 0.832], [1.377, -4.344, -0.218], [-0.233, -5.949, 0.588], [-1.823, -3.605, 2.236], [-0.037, -4.363, -2.158], [-0.505, -1.584, -3.239], [0.691, -2.870, -5.174], [-0.721, -3.925, -5.149], [-1.029, -2.051, -6.766], [-2.186, -1.889, -5.436], [-0.732, -0.885, -5.473], [-2.614, 2.291, -3.319], [-2.556, 1.661, -4.691], [-3.856, 1.222, -5.137], [-4.638, 2.160, -5.653], [-4.380, 3.316, -5.797], [-5.972, 1.528, -6.111], [-6.464, 0.706, -5.178], [-5.766, 0.816, -7.229], [-6.869, 2.469, -6.366], [-3.071, 1.610, -2.599], [-1.602, 2.528, -2.990], [-3.198, 3.210, -3.335], [-1.952, 0.756, -4.677], [-2.130, 2.343, -5.427], [9.949, -3.514, -0.258], [9.326, -4.595, 0.593], [7.951, -4.256, 0.925], [7.054, -4.440, -0.013], [7.207, -4.862, -1.122], [5.659, -4.040, 0.523], [5.676, -2.867, 1.153], [5.200, -4.972, 1.366], [4.785, -3.951, -0.494], [9.859, -2.544, 0.226], [11.005, -3.729, -0.417], [9.462, -3.452, -1.231], [9.816, -4.682, 1.559], [9.349, -5.567, 0.103], [6.122, -0.113, 3.783], [6.990, 1.123, 3.718], [8.363, 0.780, 3.414], [8.643, 0.561, 2.145], [7.899, 0.616, 1.210], [10.147, 0.231, 1.992], [10.540, -0.668, 2.899], [10.881, 1.336, 2.142], [10.375, -0.271, 0.779], [6.522, -0.822, 4.508], [5.114, 0.165, 4.090], [6.065, -0.604, 2.813], [7.043, 1.624, 4.681], [6.631, 1.833, 2.974], [-4.888, -3.650, 3.216], [-4.431, -2.997, 4.501], [-5.308, -3.331, 5.600], [-5.101, -4.515, 6.159], [-4.282, -5.327, 5.850], [-6.065, -4.720, 7.347], [-7.320, -4.364, 7.034], [-5.679, -3.978, 8.394], [-6.079, -5.991, 7.720], [-5.917, -3.372, 2.991], [-4.259, -3.323, 2.387], [-4.835, -4.736, 3.283], [-4.477, -1.913, 4.433], [-3.413, -3.284, 4.766], [2.888, 9.082, -0.807], [2.350, 8.693, 0.550], [1.001, 8.173, 0.449], [0.883, 6.911, 0.089], [1.761, 6.135, -0.153], [-0.618, 6.532, 0.065], [-1.342, 7.463, -0.555], [-1.065, 6.406, 1.320], [-0.801, 5.370, -0.562], [2.224, 9.797, -1.290], [3.869, 9.542, -0.692], [2.990, 8.211, -1.454], [2.256, 9.557, 1.203], [2.978, 7.951, 1.041], [-7.048, -1.128, 7.483], [-8.101, -0.643, 6.517], [-8.464, 0.734, 6.774], [-7.646, 1.643, 6.280], [-6.654, 1.464, 5.637], [-8.178, 3.056, 6.612], [-8.561, 3.152, 7.885], [-9.239, 3.329, 5.833], [-7.246, 3.973, 6.377], [-7.381, -0.998, 8.513], [-6.843, -2.176, 7.312], [-6.116, -0.574, 7.363], [-9.028, -1.201, 6.629], [-7.773, -0.734, 5.482], [-10.749, 5.105, 3.647], [-10.728, 6.263, 4.618], [-11.278, 7.460, 4.023], [-12.598, 7.544, 4.007], [-13.383, 6.751, 4.432], [-13.025, 8.888, 3.372], [-12.342, 9.136, 2.250], [-12.790, 9.887, 4.235], [-14.321, 8.875, 3.084], [-10.226, 5.368, 2.727], [-10.259, 4.244, 4.093], [-11.770, 4.827, 3.389], [-9.710, 6.536, 4.887], [-11.277, 6.033, 5.530]],
  "forces_ev_per_angstrom": [[-0.13, -0.09, -0.15], [-0.06, 0.06, 0.01], [0.00, -0.03, 0.09], [-0.13, 0.08, -0.13], [0.05, 0.09, 0.02], [-0.04, -0.14, 0.09], [-0.04, 0.21, -0.07], [-0.14, -0.09, 0.07], [0.12, -0.13, -0.21], [0.31, 0.23, 0.03], [-0.34, -0.26, 0.16], [0.09, 0.28, -0.07], [0.01, 0.02, -0.10], [-0.08, 0.05, -0.05], [-0.01, 0.22, 0.12], [0.09, -0.08, 0.01], [0.07, 0.02, -0.07], [-0.03, -0.06, 0.04], [0.00, 0.00, 0.03], [-0.21, 0.08, 0.00], [0.14, -0.22, -0.08], [-0.06, -0.12, -0.03], [0.25, 0.09, 0.35], [0.08, -0.10, 0.04], [-0.03, 0.36, 0.39], [-0.07, -0.21, -0.13], [-0.02, 0.07, 0.02], [-0.18, 0.08, -0.16], [0.03, -0.04, 0.04], [0.05, 0.03, 0.05], [0.09, 0.01, 0.07], [-0.03, 0.04, 0.01], [0.00, 0.02, -0.01], [0.09, -0.05, 0.03], [0.09, -0.04, 0.00], [-0.02, 0.00, 0.04], [0.06, 0.02, 0.00], [-0.06, -0.11, 0.00], [0.06, 0.09, -0.10], [-0.01, 0.02, 0.13], [0.01, -0.17, -0.05], [-0.06, 0.06, -0.09], [0.11, 0.02, 0.02], [-0.02, 0.06, 0.05], [-0.02, -0.03, 0.01], [0.04, -0.10, 0.00], [-0.08, -0.11, 0.01], [0.05, -0.04, -0.04], [0.19, 0.10, 0.03], [-0.02, -0.12, -0.05], [-0.08, -0.03, 0.05], [0.04, -0.03, 0.04], [0.08, -0.01, -0.03], [-0.02, -0.09, 0.00], [-0.03, -0.10, 0.01], [0.06, -0.02, -0.03], [-0.04, -0.06, -0.01], [-0.05, 0.14, -0.07], [-0.09, -0.08, 0.07], [0.04, 0.00, 0.06], [0.04, 0.02, 0.01], [0.03, -0.01, 0.00], [-0.08, 0.05, -0.07], [0.02, -0.05, 0.11], [-0.05, 0.05, -0.02], [0.06, 0.08, 0.00], [-0.16, 0.00, -0.20], [-0.11, 0.08, -0.15], [0.03, -0.03, -0.16], [0.11, -0.03, 0.03], [0.01, 0.02, 0.06], [0.10, -0.05, 0.11], [-0.01, -0.01, 0.01], [0.01, 0.01, -0.06], [0.00, 0.00, -0.07], [-0.16, 0.06, 0.03], [0.32, 0.05, 0.13], [-0.01, -0.04, -0.02], [-0.02, -0.08, -0.02], [0.00, 0.06, 0.00], [0.04, 0.05, 0.02], [-0.02, 0.01, -0.02], [-0.02, 0.00, 0.01], [0.01, -0.04, -0.01], [0.05, -0.04, -0.01], [0.01, -0.02, -0.02], [0.03, 0.02, -0.03], [-0.07, -0.04, 0.00], [-0.11, 0.04, -0.02], [-0.13, 0.09, -0.07], [0.29, -0.02, -0.05], [-0.04, -0.05, 0.11], [-0.06, 0.10, -0.01], [-0.02, -0.04, -0.10], [0.03, -0.11, 0.01], [-0.03, 0.02, -0.01], [0.00, 0.04, 0.01], [-0.07, 0.03, 0.00], [0.07, -0.02, 0.05], [0.01, -0.01, 0.02], [0.03, -0.07, -0.02], [-0.05, 0.04, 0.02], [-0.14, 0.01, -0.03], [0.09, -0.09, -0.06], [-0.21, 0.09, 0.09], [0.04, 0.01, -0.03], [0.06, 0.01, 0.08], [-0.05, -0.04, -0.06], [-0.13, -0.01, 0.00], [0.03, 0.00, -0.03], [0.00, -0.02, 0.00], [0.08, 0.05, -0.01], [-0.03, 0.02, 0.03], [0.00, 0.01, 0.01], [-0.01, 0.04, -0.01], [0.07, -0.02, 0.01], [0.04, -0.04, -0.06], [-0.09, -0.12, 0.06], [0.13, 0.18, -0.19], [-0.02, -0.08, 0.06], [0.01, 0.07, 0.01], [0.05, -0.03, -0.03], [-0.20, -0.20, 0.19], [0.05, -0.05, -0.10], [0.10, 0.01, -0.07], [0.07, -0.02, -0.04], [0.02, 0.05, -0.03], [-0.01, 0.05, 0.00], [0.05, 0.01, 0.01], [-0.07, 0.00, 0.05], [-0.03, -0.07, 0.04], [-0.10, -0.06, -0.08], [0.21, 0.12, 0.06], [-0.03, -0.03, -0.01], [-0.01, 0.11, 0.05], [-0.05, -0.09, -0.04], [0.05, 0.02, -0.01], [-0.03, -0.03, 0.01], [-0.02, 0.00, -0.02], [0.02, 0.00, 0.03], [0.02, 0.03, 0.02], [0.00, 0.01, 0.01], [0.03, -0.01, 0.03], [-0.07, -0.01, -0.01], [-0.04, -0.06, -0.04], [0.08, 0.38, 0.20], [-0.01, -0.36, -0.10], [0.02, 0.04, -0.02], [-0.07, 0.02, 0.02], [0.06, -0.01, -0.03], [0.04, -0.03, 0.00], [0.00, 0.03, -0.01], [0.06, -0.04, 0.13], [-0.02, 0.00, 0.00], [-0.06, -0.06, -0.01], [-0.07, 0.05, -0.04], [-0.01, -0.01, -0.07], [-0.05, 0.10, 0.06], [0.04, 0.09, 0.01], [-0.13, 0.07, -0.21], [0.16, -0.18, 0.16], [-0.01, 0.04, -0.01], [0.04, 0.07, -0.02], [-0.05, -0.04, 0.01], [-0.01, -0.06, 0.02], [-0.02, 0.01, 0.00], [0.00, 0.00, -0.03], [0.03, 0.02, 0.01], [0.05, 0.00, 0.03], [-0.02, 0.03, -0.05], [-0.01, 0.00, 0.05], [-0.01, 0.06, -0.04], [-0.08, 0.03, -0.04]],
  "lumo_energy_ev": -2.12,
  "max_force_ev_per_a": 0.534,
  "multiplicity": 1,
  "gap_ha": 0.362,
  "charge": 1
}